Model P:
Below is the ion C3H6N3O with charge +1, with properties calculated with wB97M-V/def2-TZVPD.

Last column: Löwdin charge in e.
Positions of all 13 atoms, in Å:
C1 -2.2573 -0.7262 -1.5466  0.153
N1 -1.1912 -0.8224 -0.8987  0.116
C2 -0.0931 -0.9970 -0.2878  0.042
C3 0.7247 -0.0970 0.4680  -0.395
O1 1.9258 -0.5221 1.0003  0.049
N2 0.3814 1.1079 0.5905  0.075
N3 1.0927 2.0804 1.0950  0.154
H1 -2.4188 -0.7489 -2.6734  0.148
H2 -3.1930 -0.7036 -0.9554  0.127
H3 0.3520 -1.9595 -0.1868  0.146
H4 1.9246 -1.5703 0.9408  0.175
H5 0.8051 2.9802 0.9024  0.101
H6 1.9470 1.9786 1.5517  0.109

Properties
- SMILES = C=N/C=C(/O)N=[NH2+]
- net charge = +1
- orbital gap (alpha / beta) (eV) = 7.758 / 7.757



Model Q:
Below is the ion C3H6N3O with charge +1, with properties calculated with wB97M-V/def2-TZVPD.

Last column: Löwdin charge in e.
Positions of all 13 atoms, in Å:
N1 1.6666 0.8444 -0.1435  0.144
N2 0.3596 0.5005 -0.0233  -0.142
C1 0.1333 -0.7892 0.1782  0.006
N3 0.3506 -2.0450 0.0049  0.252
C2 -0.6486 1.3849 -0.0639  -0.003
C3 -1.8526 0.7267 0.1397  -0.180
O1 -1.9128 -0.5441 0.1119  0.057
H1 2.2301 1.1861 0.6781  0.170
H2 2.1883 0.0703 -0.5498  0.123
H3 0.8028 -2.4715 -0.7755  0.151
H4 -0.0623 -2.5512 0.7251  0.127
H5 -0.4338 2.3510 -0.4044  0.127
H6 -2.8213 1.3371 0.1226  0.169

Properties
- SMILES = N[N+](=C=[NH2+])/C=C\[O-]
- net charge = +1
- orbital gap (alpha / beta) (eV) = 8.273 / 8.272



Stability order, top to bottom: model P, model Q



Model P:
Below is a structure of composition C23H23BiBrN7OPS2SbSe4, with properties calculated with wB97M-V/def2-TZVPD.

Last column: Löwdin charge in e.
Positions of all 64 atoms, in Å:
Bi1 0.2761 1.2622 -0.3485  0.634
C1 0.5063 -4.7256 2.5599  -0.095
N1 -0.1968 -3.6418 1.9111  -0.153
C2 -1.3679 -3.1031 2.3525  -0.105
C3 -1.6332 -2.0426 1.5319  -0.157
N2 -0.6365 -1.9055 0.6120  0.066
C4 0.2260 -2.8669 0.8712  -0.509
P1 1.8052 -3.1223 0.0284  1.133
C5 2.8308 -1.7748 0.6543  -0.496
N3 2.5148 -0.5078 0.7554  -0.004
C6 3.5634 0.1139 1.3601  -0.167
C7 4.5369 -0.8047 1.6394  -0.061
N4 4.0705 -2.0090 1.1871  -0.136
C8 4.7454 -3.2781 1.3488  -0.056
C9 1.3227 -2.4669 -1.5986  -0.492
N5 1.6543 -1.3145 -2.1315  0.076
C10 1.0325 -1.2676 -3.3506  -0.151
C11 0.3087 -2.4088 -3.5496  -0.100
N6 0.5063 -3.1817 -2.4279  -0.135
C12 -0.1382 -4.4388 -2.1299  -0.055
H1 0.2311 -4.7302 3.6113  0.071
H2 0.2635 -5.6874 2.0996  0.081
H3 1.5784 -4.5574 2.5050  0.043
H4 -1.8607 -3.4666 3.2371  0.109
H5 -2.4456 -1.3384 1.6028  0.078
H6 3.5392 1.1638 1.6062  0.085
H7 5.4852 -0.7183 2.1411  0.112
H8 5.7129 -3.0904 1.8095  0.083
H9 4.1749 -3.9430 1.9976  0.075
H10 4.8988 -3.7666 0.3871  0.077
H11 1.1280 -0.4038 -3.9908  0.094
H12 -0.3220 -2.7384 -4.3587  0.106
H13 -0.4114 -4.9295 -3.0633  0.083
H14 0.5483 -5.0827 -1.5798  0.066
H15 -1.0343 -4.2874 -1.5231  0.083
O1 -5.3199 -2.9200 -2.1614  0.049
C13 -4.4240 -1.9930 -1.7076  -0.317
C14 -3.1295 -1.9087 -2.2026  -0.005
C15 -2.2930 -0.9437 -1.6758  -0.185
N7 -2.6689 -0.0853 -0.7242  0.015
C16 -3.9000 -0.1890 -0.2851  -0.760
Br1 -4.4038 1.0164 1.0924  0.726
C17 -4.8372 -1.1159 -0.7213  -0.058
H16 -4.8833 -3.4557 -2.8316  0.097
H17 -2.7705 -2.5789 -2.9761  0.102
H18 -1.2745 -0.8477 -2.0294  0.036
H19 -5.8336 -1.1572 -0.3094  0.104
Se1 1.9891 2.1131 4.4298  -0.358
Sb1 0.5045 0.6075 3.2833  0.114
Se2 -0.5224 3.0744 1.2384  -0.409
Se3 1.4590 -1.8216 4.3118  -0.244
Se4 -0.5440 -0.8627 5.2340  -0.275
S1 -0.7756 1.8801 -2.7520  0.423
C18 0.6087 2.3561 -3.7275  -0.729
C19 0.3853 2.5606 -5.0945  -0.172
C20 1.3971 2.9314 -5.9649  -0.144
C21 2.6823 3.1129 -5.4696  -0.141
C22 2.9214 2.9211 -4.1192  -0.165
C23 1.9122 2.5457 -3.2233  -0.720
S2 2.3761 2.3746 -1.5369  0.413
H20 -0.6221 2.4181 -5.4691  0.079
H21 1.1808 3.0766 -7.0175  0.080
H22 3.4953 3.3987 -6.1276  0.081
H23 3.9216 3.0596 -3.7254  0.082

Properties
- net charge = -2
- orbital gap (eV) = 4.646



Model Q:
Below is a structure of composition C23H23BiBrN7OPS2SbSe4, with properties calculated with wB97M-V/def2-TZVPD.

Last column: Löwdin charge in e.
Positions of all 64 atoms, in Å:
Bi1 -0.6621 -0.0529 -0.2675  1.023
C1 4.0683 -1.6422 3.0054  -0.082
N1 3.1455 -1.9972 1.9722  -0.159
C2 2.5509 -3.2071 1.8392  -0.104
C3 1.6581 -3.0891 0.8113  -0.147
N2 1.6771 -1.8270 0.3289  0.008
C4 2.5720 -1.1837 1.0502  -0.511
P1 3.0239 0.5575 0.9017  1.142
C5 1.6613 1.2613 1.8756  -0.517
N3 0.4128 1.4066 1.4554  -0.161
C6 -0.2512 2.0495 2.4438  -0.265
C7 0.6025 2.2960 3.4785  -0.111
N4 1.8116 1.8154 3.0976  -0.140
C8 2.9710 1.7150 3.9297  -0.069
C9 2.3705 0.8839 -0.7576  -0.567
N5 2.2764 0.0029 -1.7302  0.038
C10 1.8216 0.6814 -2.8092  -0.168
C11 1.6697 2.0046 -2.4979  -0.105
N6 2.0504 2.1345 -1.1953  -0.147
C12 2.0651 3.3490 -0.4353  -0.063
H1 4.8805 -2.3722 3.0518  0.087
H2 4.4661 -0.6482 2.7955  0.044
H3 3.5274 -1.6236 3.9587  0.025
H4 2.7754 -4.0156 2.5021  0.110
H5 1.0166 -3.8286 0.3779  0.065
H6 -1.2843 2.3163 2.3452  0.060
H7 0.4062 2.7036 4.4467  0.080
H8 3.0741 2.6179 4.5289  0.089
H9 2.8546 0.8481 4.5896  0.043
H10 3.8559 1.5826 3.3037  0.052
H11 1.6252 0.1755 -3.7348  0.095
H12 1.3315 2.8512 -3.0638  0.113
H13 2.1776 4.1962 -1.1135  0.091
H14 1.1306 3.4681 0.1195  0.046
H15 2.9039 3.3214 0.2668  0.080
O1 -4.6965 -3.5751 -2.1214  0.061
C13 -3.4124 -3.6542 -1.7263  -0.349
C14 -3.0671 -3.8031 -0.3833  -0.070
C15 -1.7335 -3.8954 -0.0492  -0.144
N7 -0.7629 -3.8961 -0.9555  0.011
C16 -1.1083 -3.7532 -2.2105  -0.791
Br1 0.3263 -3.7590 -3.4600  0.676
C17 -2.3977 -3.6291 -2.6813  -0.117
H16 -5.2482 -3.4247 -1.3400  0.114
H17 -3.8242 -3.7797 0.3850  0.028
H18 -1.4199 -3.9769 0.9852  0.120
H19 -2.6264 -3.4760 -3.7220  0.105
Se1 -1.9788 1.1599 5.5709  -0.394
Sb1 -1.7310 -0.8988 4.2727  0.096
Se2 -2.3157 -0.1252 1.6450  -0.316
Se3 0.7702 -1.2225 4.3236  -0.258
Se4 -4.1291 -1.4622 1.8033  -0.196
S1 -2.2726 -0.4484 -2.2843  0.501
C18 -2.5037 1.1677 -2.9262  -0.691
C19 -3.1471 1.2663 -4.1582  -0.152
C20 -3.4037 2.4924 -4.7378  -0.130
C21 -3.0462 3.6542 -4.0716  -0.135
C22 -2.4133 3.5746 -2.8493  -0.160
C23 -2.1081 2.3428 -2.2785  -0.677
S2 -1.2474 2.3906 -0.7536  0.556
H20 -3.4407 0.3468 -4.6436  0.087
H21 -3.8893 2.5450 -5.7031  0.085
H22 -3.2704 4.6222 -4.4986  0.084
H23 -2.1413 4.4677 -2.3020  0.086

Properties
- net charge = -2
- orbital gap (eV) = 5.206



Stability order, top to bottom: model P, model Q



Model P:
Below is a cluster of 2 separate species, C3H5P3 in total, with properties calculated with wB97M-V/def2-TZVPD.

Last column: Löwdin charge in e.
Positions of all 11 atoms, in Å:
C1 -0.6390 1.3724 -0.5339  -0.211
C2 0.0665 1.1452 0.7187  -0.991
P1 1.6804 1.3169 1.2714  0.645
P2 -0.0245 0.5144 2.4463  0.509
H1 -1.3413 0.5965 -0.7177  0.052
H2 -0.0257 1.6142 -1.4009  0.071
H3 -1.3276 2.1999 -0.5052  0.068
H4 0.3995 -0.9221 2.5202  -0.163
C3 0.3782 -2.7444 -1.1385  -0.551
P3 0.4671 -2.1679 -2.5711  0.660
H5 0.3664 -2.9251 -0.0894  -0.089

Properties
- SMILES = CC1=P#[PH]1.C#P
- orbital gap (eV) = 8.188



Model Q:
Below is the molecule C3H5P3, with properties calculated with wB97M-V/def2-TZVPD.

Last column: Löwdin charge in e.
Positions of all 11 atoms, in Å:
C1 0.5148 -0.0984 0.1028  -0.789
C2 -0.8072 -0.1851 0.1900  -0.608
C3 -2.1307 0.4680 -0.0167  -0.087
P1 1.9455 1.0256 0.2027  0.424
P2 -0.1124 -1.7403 0.7047  0.827
P3 3.5197 0.0094 -0.5396  0.318
H1 -2.5325 0.4804 -1.0272  0.079
H2 -2.6998 -0.1409 0.6703  0.061
H3 -2.1440 1.5187 0.3257  0.082
H4 -0.0425 -2.3442 -0.6103  -0.111
H5 4.4891 1.0067 -0.0023  -0.196

Properties
- orbital gap (eV) = 7.442



Model R:
Below is the molecule C3H5P3, with properties calculated with wB97M-V/def2-TZVPD.

Last column: Löwdin charge in e.
Positions of all 11 atoms, in Å:
C1 -0.8324 -1.3022 -0.0918  -0.754
C2 -0.9275 1.3613 -0.0958  -0.790
C3 1.6066 -0.0714 0.0824  -0.345
P1 -2.5325 -1.0475 0.2451  0.497
P2 -2.5921 1.1254 0.2382  0.512
P3 0.0479 0.0490 -0.7581  0.704
H1 -0.2265 -2.2301 -0.1676  0.011
H2 -0.5434 2.4292 -0.1633  0.013
H3 2.2131 -0.9028 -0.3373  0.045
H4 1.5613 -0.1658 1.2507  0.094
H5 2.2253 0.7548 -0.2024  0.013

Properties
- orbital gap (eV) = 7.910



Stability order, top to bottom: model R, model Q, model P